1.
Density functional theory data (ωB97M-V/def2-TZVPD) for 2 unconnected molecules or ions with the total composition C15H19N3 at a distorted geometry.

Element x y z (Å)
C -3.201 0.864 -2.726
C -2.080 0.138 -2.063
C -2.126 0.084 -0.600
C -2.827 0.818 0.265
N -2.558 0.414 1.612
C -1.844 -0.784 1.523
C -1.433 -1.670 2.519
C -0.552 -2.664 2.137
C -0.254 -2.922 0.802
C -0.566 -1.988 -0.183
C -1.425 -0.965 0.171
H -3.249 1.948 -2.541
H -4.264 0.523 -2.530
H -2.952 0.933 -3.802
H -2.032 -0.917 -2.434
H -1.142 0.564 -2.476
H -3.565 1.644 0.086
H -3.045 0.717 2.433
H -1.789 -1.678 3.536
H 0.037 -3.180 2.899
H 0.397 -3.709 0.483
H -0.311 -2.375 -1.190
C 1.914 1.853 -1.879
C 2.272 2.145 -0.391
C 2.724 1.025 0.477
C 2.192 0.013 1.208
N 3.251 -0.670 1.764
C 4.394 0.001 1.491
N 4.174 0.950 0.614
H 2.861 1.462 -2.276
H 1.515 2.662 -2.485
H 1.209 1.020 -1.932
H 3.177 2.777 -0.412
H 1.507 2.802 0.039
H 1.156 -0.246 1.417
H 3.104 -1.373 2.470
H 5.327 -0.215 1.971

Output
- orbital gap (Ha) = 0.32907
- 2S+1 = 1
- lowest unoccupied orbital energy (eV) = 0.810
- energy relative to the best compared isomer or geometry (same formula, charge and spin) (kJ/mol) = 110.2
- largest force on an atom (eV/A) = 2.56
- electronic energy (eV) = -20332.7737
- molecular weight (g/mol) = 241.3
- HOMO level (eV) = -8.14

***

2.
Density functional theory data (ωB97M-V/def2-TZVPD) for 2 unconnected molecules or ions with the total composition C9H7N3O2 at a distorted geometry.

Element x y z (Å)
C 3.365 -0.231 0.262
C 2.949 1.001 -0.219
C 2.475 -1.294 0.393
C 1.626 1.219 -0.591
C 1.159 -1.079 0.027
C 0.741 0.165 -0.464
C 0.017 -1.996 0.101
C -0.690 0.119 -0.759
C -3.815 1.538 0.662
N -4.182 0.374 0.425
N -1.136 -1.214 -0.353
N -2.306 -1.609 -0.389
O -0.052 -3.143 0.430
O -1.432 0.947 -1.210
H 4.398 -0.371 0.542
H 3.662 1.807 -0.307
H 2.787 -2.256 0.768
H 1.292 2.173 -0.968
H -2.798 1.934 0.572
H -4.570 2.246 0.982
H -3.490 -0.331 0.096

Output
- orbital gap (alpha / beta) (Ha) = 0.25775 / 0.25816
- 2S+1 = 1
- lowest unoccupied orbital energy (alpha / beta) (eV) = -1.483 / -1.491
- energy relative to the best compared isomer or geometry (same formula, charge and spin) (kJ/mol) = 132.4
- largest force on an atom (eV/A) = 2.23
- electronic energy (eV) = -18008.2427
- molecular weight (g/mol) = 189.2
- HOMO level (alpha / beta) (eV) = -8.50 / -8.52

***

3.
Density functional theory data (ωB97M-V/def2-TZVPD) for a single C4H7ClFN molecule at a distorted geometry.

Element x y z (Å)
F 0.998 2.419 -0.358
C 1.048 1.068 0.342
C 0.831 0.052 -0.626
N 0.840 -1.322 -0.079
C -0.394 -0.907 -0.621
C -1.555 -0.436 0.267
Cl -2.509 1.036 -0.256
H 2.066 1.004 0.745
H 0.330 1.194 1.093
H 1.595 0.171 -1.440
H 0.929 -1.378 0.875
H -0.707 -1.643 -1.422
H -1.111 -0.057 1.113
H -2.359 -1.202 0.365

Output
- orbital gap (Ha) = 0.40462
- 2S+1 = 1
- lowest unoccupied orbital energy (eV) = 0.862
- energy relative to the best compared isomer or geometry (same formula, charge and spin) (kJ/mol) = 157.9
- largest force on an atom (eV/A) = 4.42
- electronic energy (eV) = -20989.1821
- molecular weight (g/mol) = 123.6
- HOMO level (eV) = -10.15